A cluster of 6 separate species, C41H49ClNO3 in total. Source: OMol25; level of theory: ωB97M-V with the def2-TZVPD basis set.

Calculated values
- lowest unoccupied orbital energy (spin up / spin down) (hartree) = 0.0019 / -0.0239
- total charge = 0
- multiplicity = 2
- electronic energy (Ha) = -2332.07354
- highest occupied orbital energy (spin up / spin down) (eV) = -9.30 / -9.30

The geometry in XYZ format:
```
95
Properties=species:S:1:pos:R:3:forces:R:3
Cl -3.3119 0.6184 0.2220 0.5 1.0 -2.3
O -2.2040 -0.9409 -2.6256 1.7 -0.4 1.2
O -4.0512 1.9845 -2.1351 6.5 -4.2 5.4
O 1.3771 -3.6350 -2.7545 -2.3 2.1 0.5
N 0.5679 -2.5583 -2.6260 3.4 0.5 -0.6
C -6.1371 5.6612 4.3159 0.2 0.1 0.0
C -1.0257 -0.0652 -2.4418 1.3 -0.2 0.8
C 0.8307 -2.8706 4.4183 0.0 -0.2 0.0
C -4.9808 0.9356 6.3012 0.0 0.0 -0.1
C -5.5698 1.7377 5.3242 0.1 -0.2 -0.1
C 0.8231 -5.6465 4.6864 0.0 0.2 0.0
C -0.1282 -0.4825 -1.1116 0.4 0.5 -0.8
C -0.2182 -4.8916 5.2255 0.1 0.1 -0.1
C 2.8340 2.2391 1.9388 0.2 0.0 0.0
C 1.8716 -5.0137 4.0194 -0.1 0.1 0.1
C 0.6078 -2.8101 -0.1004 0.7 1.2 0.4
C 3.1571 -2.1297 -9.1636 0.2 -0.1 0.1
C -4.8518 5.2130 4.6190 0.0 0.2 0.0
C 0.0290 -0.1970 -3.7307 0.8 0.8 1.9
C -3.8286 6.1333 4.8481 -0.2 0.1 -0.1
C 1.8767 -3.6249 3.8874 -0.2 -0.1 0.1
C -5.3736 7.9488 4.4556 0.0 -0.2 0.0
C -0.4276 -2.4894 -4.9595 1.3 -0.7 0.3
C 5.5715 -2.1625 -9.0914 -0.1 0.0 0.1
C -3.6043 -0.1106 4.6142 -0.2 0.1 0.1
C 0.6034 -1.7248 -3.8869 -1.3 0.4 -3.5
C 0.8642 -1.7599 -1.3770 -0.1 -0.5 3.1
C 5.5208 2.8123 1.4535 -0.2 0.0 0.0
C 2.0710 -1.6961 -4.6464 0.4 0.0 -0.4
C 4.6506 2.5921 0.3856 0.0 0.0 0.2
C -6.3980 7.0286 4.2319 0.2 0.0 0.0
C -3.9968 0.0131 5.9472 -0.1 0.1 -0.2
C 5.5280 -3.0510 -8.0173 -0.2 0.1 -0.1
C -0.2159 -3.5031 5.0887 0.1 -0.1 -0.1
C -3.0467 1.4004 -1.4444 -4.3 3.9 -5.5
C -4.0904 7.5008 4.7678 -0.1 -0.1 0.0
C 3.1136 -3.0254 -8.0956 0.1 0.1 -0.1
C 4.2984 -3.4845 -7.5208 0.0 0.1 -0.1
C -5.1812 1.6102 3.9903 0.1 -0.1 0.1
C -1.5505 1.4714 -2.1871 -0.2 -0.5 0.2
C -4.1998 0.6849 3.6358 0.0 0.0 0.2
C 3.3086 2.3013 0.6289 0.1 0.0 0.2
C 4.3867 -1.7004 -9.6637 0.0 -0.1 0.2
C 2.4136 -1.2467 -1.2262 -0.1 -0.4 0.7
C 5.0472 2.7464 2.7635 -0.1 0.0 -0.1
C 3.7031 2.4648 3.0066 0.1 0.0 -0.2
H 6.5298 -1.8291 -9.4823 -0.2 0.0 0.1
H 4.2641 -4.1799 -6.6863 0.0 0.1 -0.1
H 0.5831 0.4554 -0.9130 -1.6 -2.1 -0.3
H -6.9360 4.9442 4.1441 0.1 0.1 0.0
H -0.3911 0.2755 -4.7154 0.7 -1.3 1.8
H -1.0316 -5.3844 5.7510 0.1 0.1 -0.1
H -4.6473 4.1474 4.6777 0.0 0.2 0.0
H -1.0298 -2.9151 5.5044 0.1 -0.1 0.0
H -1.3497 -2.8754 -4.3493 1.6 0.9 -1.5
H 5.0188 2.6459 -0.6352 0.0 0.0 0.1
H 0.8179 -6.7290 4.7869 0.0 0.2 0.0
H -2.0468 -1.8107 -2.1243 -0.2 2.0 -1.1
H -2.8358 -0.8274 4.3384 -0.1 0.1 0.0
H 2.6948 -3.1313 3.3700 -0.1 -0.1 0.1
H 3.1333 -2.1778 -1.3138 -1.4 2.0 -0.1
H 2.6770 -0.3740 -1.9619 -0.4 -1.8 1.4
H 0.2114 -3.4102 -5.3705 -1.7 1.8 0.9
H -0.7733 -0.6478 -0.1410 1.1 0.3 -2.1
H 2.6315 2.1238 -0.2031 0.1 0.0 0.1
H -5.6436 2.2317 3.2281 0.1 -0.1 0.1
H -6.3317 2.4612 5.6014 0.1 -0.1 0.0
H 1.4970 -3.5733 -0.0133 -2.0 1.3 -0.4
H 3.3329 2.4202 4.0272 0.1 0.0 -0.1
H 1.7876 2.0148 2.1282 0.1 0.0 0.0
H 6.4511 -3.4065 -7.5681 -0.1 0.0 -0.1
H 2.0764 -0.9211 -5.5505 -0.3 -1.6 2.0
H -5.2884 1.0301 7.3397 0.1 0.0 -0.2
H 0.8315 -1.7888 4.3104 0.0 -0.2 0.0
H -0.6992 -1.8116 -5.8808 0.4 -1.3 2.0
H -1.6536 2.0070 -3.2277 -0.4 -1.0 2.2
H -7.3990 7.3774 3.9924 0.1 0.0 0.0
H 2.6847 -5.6021 3.6024 -0.1 0.1 0.1
H 2.2337 -1.7669 -9.6068 0.1 -0.1 0.1
H -5.5759 9.0141 4.3877 0.0 -0.1 0.0
H -2.8280 5.7843 5.0891 -0.1 0.0 0.0
H 2.1556 -3.3653 -7.7103 0.1 0.1 -0.1
H 5.7259 2.9155 3.5957 -0.1 0.0 -0.1
H -3.5355 -0.6095 6.7094 -0.1 0.1 -0.1
H -0.7988 2.1223 -1.5314 -1.7 -1.7 -1.3
H 2.5239 -0.8451 -0.1075 -0.3 -0.8 -2.5
H -3.2932 8.2179 4.9480 -0.1 -0.1 0.0
H 0.9641 0.4762 -3.4182 -2.0 -1.2 -0.7
H -0.4555 -3.3093 -0.1423 2.2 0.9 0.0
H 2.9667 -1.3962 -3.9560 -1.8 -0.6 -1.1
H 0.6785 -2.1228 0.8716 -0.3 -1.6 -2.0
H 6.5676 3.0351 1.2644 -0.2 0.0 0.0
H 2.3186 -2.7457 -5.1260 -0.6 2.1 1.2
H 4.4208 -1.0061 -10.4992 0.0 -0.1 0.1
H -3.8983 0.5845 2.5960 -0.1 0.0 0.4
```
Positions in Å, forces in eV/Å.

Results of the Mulliken charge analysis, in e, for atoms 1 through 4: -0.2303, -0.5900, -0.5031, -0.5573